1.
{"formula": "C13H26O3", "method": "ωB97M-V/def2-TZVPD", "species": ["O", "O", "O", "C", "C", "C", "C", "C", "C", "C", "C", "C", "C", "C", "C", "C", "H", "H", "H", "H", "H", "H", "H", "H", "H", "H", "H", "H", "H", "H", "H", "H", "H", "H", "H", "H", "H", "H", "H", "H", "H", "H"], "coordinates": [[-1.5371, 2.0479, -0.9528], [0.5021, 1.1244, -0.1182], [0.4623, -0.1765, -0.8976], [-0.5037, 2.1951, -0.3433], [2.5449, -0.9224, 0.2508], [1.7434, -1.8795, -1.8011], [-0.0203, 3.4947, 1.7289], [-1.0583, 4.6138, -0.1910], [1.3820, 3.9051, -0.2530], [-1.4803, -4.0602, 0.7220], [-2.2090, -1.6491, 0.7175], [-1.3547, -2.8470, -1.2772], [0.4120, -2.3468, 0.5576], [1.2058, -1.3541, -0.4439], [-0.0771, 3.5792, 0.2655], [-1.1525, -2.6889, 0.2005], [3.2538, -0.1629, -0.2280], [3.1116, -1.8535, 0.5791], [2.1460, -0.4914, 1.2387], [2.5321, -2.5815, -1.6430], [2.2351, -1.1308, -2.3862], [0.9503, -2.3580, -2.3933], [-0.6113, 2.7103, 2.1852], [0.9889, 3.3512, 2.1227], [-0.2200, 4.5122, 2.1607], [-0.7366, 5.4840, 0.1593], [-1.1726, 4.5049, -1.3134], [-2.0172, 4.4490, 0.3806], [2.0916, 3.3644, 0.3734], [1.6263, 4.9989, -0.1150], [1.3902, 3.6525, -1.2864], [-1.3505, -4.1608, 1.8001], [-0.7507, -4.7382, 0.2390], [-2.4498, -4.3103, 0.5000], [-1.8471, -1.2290, 1.6865], [-2.1427, -0.9384, -0.0258], [-3.2653, -2.0421, 0.6998], [-1.1534, -1.8766, -1.7433], [-0.6456, -3.5191, -1.7526], [-2.2399, -3.3600, -1.5079], [0.9693, -3.3089, 0.5373], [0.4479, -2.0014, 1.5680]], "atomic_forces_ev_per_a": [[1.902, -0.279, 0.969], [-0.101, 0.683, 0.598], [-1.559, 1.145, -0.571], [-0.736, -1.892, -1.305], [-0.602, 0.256, 2.741], [-1.847, -0.915, -0.047], [0.697, 1.163, 2.766], [-2.716, -4.163, -1.686], [-0.999, 1.060, 1.181], [3.276, -0.157, 1.290], [1.076, -1.654, 1.054], [2.138, 1.014, -0.811], [-1.120, -0.058, -2.553], [2.023, 1.099, 0.793], [2.113, -1.485, -1.416], [0.525, -0.067, 0.643], [-1.378, -1.200, 0.253], [-0.599, 1.128, -0.674], [1.108, -0.178, -1.180], [0.294, -0.912, 0.475], [-0.179, 0.937, -0.131], [0.450, 0.229, 0.000], [-0.538, 0.188, 0.104], [0.087, -0.468, -0.295], [-0.494, -0.932, -0.196], [1.579, 4.058, 0.846], [-0.221, 0.707, 1.425], [0.574, -0.042, -1.119], [0.078, -0.256, -0.590], [-0.487, -1.014, -0.219], [0.662, -0.145, -0.871], [0.043, 0.036, 0.170], [-0.602, -0.184, 0.300], [-2.352, -0.760, -0.688], [-0.828, -0.308, -0.553], [-0.221, 2.304, -1.201], [1.202, 0.196, 0.407], [-0.843, -0.166, -0.403], [0.614, -0.213, 0.305], [-1.881, 0.157, -0.333], [-0.304, 0.509, -0.118], [0.168, 0.579, 0.640]], "mulliken_charge": [-0.5371, 0.0432, -0.3003, -0.1493, -1.4788, -1.6995, -1.5919, -1.8715, -1.6403, -2.1814, -1.5065, -1.9307, -1.4515, 1.6012, 2.2273, 2.0477, 0.3372, 0.3925, 0.3065, 0.4016, 0.4498, 0.3222, 0.3115, 0.3708, 0.3684, 0.6398, 0.3157, 0.3478, 0.3695, 0.3599, 0.4263, 0.3783, 0.4598, 0.5818, 0.3260, 0.4054, 0.3382, 0.4071, 0.3449, 0.5360, 0.3606, 0.5621], "smiles": "CC(C)(C)CC(C)(C)OOC(=O)C(C)(C)C", "e_above_lowest_kj_mol": 396.9, "fmax_ev_per_a": 5.25, "e_homo_ev": -9.7}

***

2.
{"formula": "C23H17BN13O5SeTl", "method": "ωB97M-V/def2-TZVPD", "species": ["Tl", "O", "C", "O", "C", "C", "C", "C", "C", "N", "C", "O", "O", "H", "H", "H", "H", "H", "C", "C", "N", "N", "C", "B", "N", "C", "C", "C", "N", "N", "C", "C", "C", "N", "N", "C", "C", "C", "N", "H", "H", "H", "H", "H", "H", "H", "H", "H", "H", "H", "H", "O", "N", "C", "C", "N", "C", "N", "Se", "C", "N"], "coordinates": [[-0.5617, 0.6831, 0.0223], [-4.8571, -0.9155, 0.0606], [-3.6539, -0.4421, -0.1810], [-2.7443, -0.4629, 0.6249], [-3.5264, 0.1382, -1.5582], [-4.6073, 0.2445, -2.4183], [-4.3849, 0.8016, -3.6680], [-3.1168, 1.2533, -3.9886], [-2.1018, 1.1379, -3.0484], [-2.3072, 0.5642, -1.8683], [-0.7107, 1.7143, -3.2168], [-0.3767, 2.2472, -4.3805], [0.0866, 1.6860, -2.3143], [-4.9065, -1.1891, 0.9911], [-5.5849, -0.0958, -2.1128], [-5.1962, 0.9022, -4.3750], [-2.9570, 1.7231, -4.9492], [-1.1185, 2.3022, -4.9926], [0.3943, -2.5406, 2.9967], [-0.4435, -1.5402, 2.5158], [0.1757, -0.8379, 1.5733], [1.4164, -1.3576, 1.4222], [1.5563, -2.3937, 2.2668], [2.4045, -0.8745, 0.2961], [1.7316, -1.2648, -1.0544], [2.1604, -2.0058, -2.0884], [1.1070, -2.2071, -2.9590], [0.0384, -1.5425, -2.3742], [0.4136, -0.9787, -1.2290], [2.5860, 0.6690, 0.3749], [3.7294, 1.3692, 0.4867], [3.4179, 2.7094, 0.5796], [2.0274, 2.7542, 0.5132], [1.5432, 1.5242, 0.3873], [3.7573, -1.4998, 0.5435], [4.4471, -1.4476, 1.7157], [5.7025, -1.9485, 1.4933], [5.7016, -2.2773, 0.1252], [4.5445, -1.9997, -0.4414], [0.1867, -3.2730, 3.7552], [-1.4621, -1.3106, 2.7801], [2.4673, -2.9651, 2.2885], [3.1823, -2.3370, -2.1136], [1.1170, -2.7681, -3.8755], [-0.9786, -1.4527, -2.7160], [4.6832, 0.8701, 0.4866], [4.1005, 3.5338, 0.6759], [1.3579, 3.5983, 0.5386], [4.0016, -1.0434, 2.6096], [6.4989, -2.0633, 2.2064], [6.4962, -2.7013, -0.4669], [-1.1771, 1.5620, 3.0917], [-1.6990, 1.3164, 4.1399], [-2.9081, 1.0276, 4.4925], [-3.1815, 0.8097, 5.8785], [-3.4334, 0.6281, 6.9825], [-3.9266, 0.8618, 3.4995], [-4.7170, 0.7186, 2.6804], [-1.6906, 3.0024, 0.5768], [-2.1915, 3.5177, -1.1154], [-2.5126, 3.8661, -2.1663]], "atomic_forces_ev_per_a": [[0.132, 0.354, -0.386], [0.082, -0.011, 0.004], [-0.090, 0.021, -0.014], [0.034, -0.100, -0.108], [0.083, -0.030, 0.042], [0.036, -0.010, -0.041], [-0.002, -0.013, 0.040], [0.000, 0.023, 0.019], [-0.005, 0.000, 0.034], [-0.069, -0.011, -0.075], [0.084, -0.025, 0.011], [-0.016, -0.009, 0.045], [-0.070, 0.019, -0.011], [-0.077, 0.065, 0.077], [-0.004, -0.015, -0.002], [-0.002, 0.001, -0.009], [0.000, -0.003, -0.011], [-0.018, 0.017, -0.063], [0.020, -0.011, -0.026], [-0.023, -0.042, -0.006], [-0.069, 0.136, 0.141], [-0.023, 0.080, -0.010], [0.012, -0.047, -0.027], [-0.025, 0.044, 0.037], [-0.039, -0.060, 0.061], [0.034, -0.014, -0.039], [0.002, -0.007, 0.032], [-0.020, 0.010, 0.006], [0.010, 0.052, -0.037], [-0.022, -0.022, 0.103], [0.022, -0.012, -0.043], [0.013, -0.013, -0.007], [-0.027, 0.022, -0.090], [-0.001, -0.150, 0.009], [0.032, -0.102, -0.019], [0.087, -0.001, 0.034], [-0.095, 0.044, 0.051], [0.021, -0.006, -0.067], [-0.048, 0.020, -0.022], [-0.001, -0.007, 0.015], [-0.021, 0.004, -0.009], [0.003, -0.015, 0.009], [0.019, -0.018, 0.000], [0.003, -0.008, -0.016], [-0.002, 0.007, -0.013], [0.020, 0.007, 0.006], [0.009, 0.013, 0.004], [0.006, 0.012, -0.014], [0.000, 0.001, 0.026], [0.012, 0.005, 0.014], [0.007, -0.011, 0.000], [-0.064, -0.105, 0.101], [0.056, 0.220, 0.097], [0.135, -0.129, -0.030], [-0.042, 0.006, 0.020], [0.001, -0.012, 0.020], [-0.070, 0.101, -0.024], [-0.008, -0.102, -0.024], [-0.088, -0.107, 0.084], [0.105, -0.041, 0.140], [-0.038, -0.014, -0.041]], "lowdin_spin": [0.0000, -0.0001, 0.0000, 0.0008, 0.0001, 0.0000, 0.0000, 0.0001, 0.0000, 0.0001, 0.0000, 0.0000, 0.0000, -0.0001, 0.0000, 0.0000, 0.0000, 0.0000, 0.0001, -0.0002, -0.0004, 0.0001, 0.0000, 0.0000, 0.0000, 0.0000, 0.0000, 0.0000, 0.0000, 0.0000, 0.0000, 0.0000, 0.0000, 0.0000, 0.0000, 0.0000, 0.0000, 0.0000, 0.0000, 0.0000, 0.0002, 0.0000, 0.0000, 0.0000, 0.0000, 0.0000, 0.0000, 0.0001, 0.0000, 0.0000, 0.0000, 0.5512, 0.4340, 0.0258, 0.0007, -0.0229, 0.0122, -0.0170, 0.0104, 0.0029, 0.0019], "e_above_lowest_kj_mol": 12.5, "multiplicity": 2, "total_charge": 1, "fmax_ev_per_a": 0.54, "e_homo_ev": [-11.7, -11.7]}

***

3.
{"formula": "C14H28AgCl14O4PSn2", "method": "ωB97M-V/def2-TZVPD", "species": ["Ag", "Sn", "Sn", "P", "O", "O", "O", "O", "Cl", "C", "C", "Cl", "H", "H", "H", "H", "Cl", "C", "C", "Cl", "H", "H", "H", "H", "Cl", "C", "C", "Cl", "H", "H", "H", "H", "Cl", "C", "C", "Cl", "H", "H", "H", "H", "Cl", "C", "C", "Cl", "H", "H", "H", "H", "Cl", "C", "C", "Cl", "H", "H", "H", "H", "Cl", "C", "C", "Cl", "H", "H", "H", "H"], "coordinates": [[-0.3693, 2.5196, -0.7529], [-3.0133, 0.4186, -2.2994], [1.1917, -1.2919, -3.5659], [-0.1070, 0.0111, -0.6918], [0.8912, 0.9537, -0.0166], [-1.5058, 0.4901, -0.1429], [0.2089, -1.4523, -0.9374], [-0.2116, 0.6665, -2.1730], [1.0302, 1.9050, 4.0715], [2.3849, 1.5337, 2.9994], [2.3895, 0.0450, 2.6551], [3.3269, -0.8445, 3.8805], [3.3159, 1.8640, 3.4512], [2.1851, 2.0906, 2.0853], [2.9163, -0.2462, 1.7390], [1.3559, -0.2886, 2.5862], [-0.2050, -2.8884, 2.2303], [-0.8856, -1.8749, 3.5572], [-1.6687, -0.7078, 2.9847], [-2.7124, -0.0525, 4.2616], [-0.1093, -1.5431, 4.2489], [-1.4864, -2.5213, 4.1950], [-2.2758, -1.0942, 2.1690], [-0.9449, 0.0155, 2.6130], [-3.0430, -3.1236, -2.6184], [-3.0412, -4.0874, -1.1154], [-2.9293, -3.1788, 0.0795], [-4.3666, -2.1013, 0.1369], [-2.1516, -4.7154, -1.1274], [-3.9171, -4.7183, -0.9871], [-2.0912, -2.4840, 0.0698], [-2.8285, -3.7560, 0.9971], [-6.6072, 1.2853, 3.0351], [-5.0549, 1.9955, 2.5470], [-4.4328, 1.3018, 1.3508], [-5.5085, 1.3007, -0.0692], [-4.4274, 2.0079, 3.4315], [-5.2698, 3.0217, 2.2492], [-4.1018, 0.2913, 1.5864], [-3.4836, 1.7764, 1.0939], [6.2420, 3.2065, -1.4037], [4.8646, 2.7652, -0.3855], [4.1063, 1.5472, -0.8474], [3.2515, 1.7595, -2.3919], [4.2815, 3.6798, -0.3198], [5.2656, 2.4780, 0.5883], [3.3420, 1.3535, -0.0899], [4.7110, 0.6439, -0.8972], [3.0124, -4.2236, -1.7918], [2.1779, -3.8518, -0.2588], [2.8380, -2.6985, 0.4729], [4.3707, -3.2460, 1.2351], [2.1203, -4.7709, 0.3214], [1.1382, -3.5987, -0.4593], [2.1988, -2.2624, 1.2425], [3.1509, -1.9017, -0.1993], [0.0329, 4.3361, -7.4411], [0.0389, 4.0897, -5.6791], [-0.0213, 2.6258, -5.3156], [1.3763, 1.6593, -5.8105], [-0.8234, 4.5891, -5.2358], [0.9042, 4.5957, -5.2544], [-0.9418, 2.1557, -5.6617], [-0.0842, 2.5451, -4.2252]], "atomic_forces_ev_per_a": [[-0.346, 2.642, -0.042], [1.392, -0.505, 2.730], [-0.839, 1.720, 2.303], [0.222, 1.689, -0.900], [1.049, -2.020, 1.022], [-1.853, -1.583, -1.231], [0.474, -0.322, -0.632], [-0.529, -1.797, -2.626], [0.059, -0.201, 0.156], [0.056, 0.446, -0.536], [-0.169, -0.035, 0.481], [-0.245, -0.461, -0.278], [-0.021, 0.019, 0.003], [0.194, -0.108, -0.087], [0.068, 0.559, -0.183], [0.169, -0.509, 0.178], [0.167, 0.342, 0.320], [-0.193, -0.189, 0.972], [0.383, -0.884, 0.001], [0.262, 0.126, -0.216], [0.368, 0.048, -0.426], [-0.289, -0.138, -0.421], [-0.187, 0.332, -0.026], [-0.408, 0.404, -0.020], [-0.058, 0.166, -0.421], [0.757, 0.024, 1.118], [0.001, 0.633, 0.066], [0.030, 0.119, 0.158], [-0.049, -0.066, -0.288], [-0.204, 0.148, -0.686], [0.188, -0.259, -0.349], [-0.452, -0.054, 0.011], [0.090, -0.202, -0.091], [-0.698, 0.592, -0.530], [1.169, -0.318, 1.144], [0.569, -0.182, -0.612], [0.330, -0.157, -0.239], [-0.004, 0.062, 0.212], [-0.676, -0.243, -0.134], [-0.260, 0.445, -0.183], [0.109, -0.211, -0.202], [0.606, -0.080, -0.134], [-0.379, -0.098, 0.790], [-0.245, -0.300, -0.421], [-0.376, -0.265, 0.188], [-0.017, 0.311, 0.093], [-0.228, 0.045, -0.214], [0.321, 0.243, -0.309], [-0.243, 0.379, -0.125], [-0.644, -0.031, 0.356], [0.690, -0.200, -0.374], [-0.363, 0.428, 0.491], [0.440, 0.048, 0.117], [0.126, 0.274, -0.257], [-0.106, -0.360, 0.097], [-0.207, -0.037, -0.143], [-0.036, -0.042, 0.339], [0.174, 0.165, -0.267], [-0.885, 0.226, 1.094], [0.204, -0.544, 0.077], [-0.190, -0.109, -0.215], [0.209, -0.220, -0.151], [0.216, 0.015, -0.578], [0.305, 0.080, 0.034]], "lowdin_spin": [0.0002, 0.0000, 0.0001, 0.0000, 0.0014, 0.0002, 0.0000, 0.0002, 0.0531, 0.0271, 0.0635, 0.4929, -0.0002, 0.0010, 0.0294, 0.0004, 0.0124, 0.0015, 0.0000, 0.0004, 0.0005, 0.0005, 0.0000, 0.0001, 0.0000, 0.0000, 0.0001, 0.0000, 0.0000, 0.0000, 0.0000, 0.0001, 0.0000, 0.0000, 0.0000, 0.0000, 0.0000, 0.0000, 0.0000, 0.0000, 0.0005, 0.0001, 0.0006, 0.0003, 0.0000, 0.0000, 0.0005, 0.0000, 0.0049, 0.0072, 0.0212, 0.2702, -0.0002, 0.0000, 0.0096, 0.0003, 0.0000, 0.0000, 0.0000, 0.0000, 0.0000, 0.0000, 0.0000, 0.0000], "multiplicity": 2, "total_charge": 3, "fmax_ev_per_a": 3.23, "e_homo_ev": [-16.5, -16.5]}

***

4.
{"formula": "CH3NO2S2", "method": "ωB97M-V/def2-TZVPD", "species": ["C", "N", "O", "O", "S", "S", "H", "H", "H"], "coordinates": [[1.1031, 0.7488, -1.0468], [-0.3135, -1.8011, 0.9807], [-1.5876, -1.4676, 0.4727], [0.2822, -0.8205, 1.1613], [-0.3184, 1.6754, -1.0565], [2.1472, 0.9138, 0.2443], [-2.0866, -2.2832, 0.5340], [-0.8535, 1.0551, -2.1491], [1.6270, 1.9794, 0.8594]], "atomic_forces_ev_per_a": [[-0.262, -0.251, 0.085], [-0.516, 0.300, -0.042], [0.084, 0.201, 0.117], [0.046, -0.526, 0.489], [0.427, -0.622, -0.566], [0.372, 0.577, -1.048], [-0.164, -0.536, -0.158], [0.095, 0.472, 0.406], [-0.081, 0.385, 0.717]], "mulliken_charge": [-0.0958, 0.2050, -0.3575, -0.2000, -0.1147, -0.0948, 0.3760, 0.1792, 0.1027], "e_above_lowest_kj_mol": 432.8, "fmax_ev_per_a": 1.25, "e_homo_ev": -8.6}